Density functional theory data (ωB97M-V with the def2-TZVPD basis set) for a 14-piece molecular cluster, C79H198N14O23 overall.

The geometry in XYZ format:
```
314
Properties=species:S:1:pos:R:3:mulliken_charge:R:1
C 2.6721 -5.3264 -3.8115 -2.06
C 2.2362 -4.3114 -2.7410 2.32
C 3.3998 -3.6370 -2.0857 -0.51
O 4.1933 -4.6763 -1.5032 -0.28
C 5.2798 -4.4127 -0.7067 -0.91
N 1.4377 -3.2752 -3.3691 0.04
H 3.0970 -4.8231 -4.6897 0.38
H 1.8097 -5.8514 -4.1428 0.52
H 3.3526 -6.0566 -3.3240 0.27
H 1.6972 -4.9274 -1.9897 -0.95
H 3.0696 -2.8416 -1.3383 -0.05
H 3.9707 -3.1437 -2.9088 0.53
H 5.5939 -5.3682 -0.3454 0.35
H 5.0362 -3.8515 0.1670 0.24
H 6.0040 -3.9134 -1.3615 0.29
H 1.1055 -2.6709 -2.6505 -0.36
H 0.5268 -3.6857 -3.6779 0.07
C -1.4621 -4.5227 -0.9308 -1.07
C -2.0853 -3.2438 -1.5012 0.94
C -2.6311 -3.4765 -2.9154 -1.01
O -1.5911 -3.8114 -3.8516 -0.03
C -2.0653 -3.8150 -5.1712 -1.06
N -3.1401 -2.6979 -0.5316 -0.38
H -1.0290 -4.3562 0.0478 -0.47
H -0.6359 -4.7861 -1.7069 0.13
H -2.1676 -5.3348 -0.9566 1.03
H -1.2680 -2.5085 -1.4645 -0.75
H -3.1902 -2.5659 -3.2134 0.44
H -3.2967 -4.3886 -2.8456 0.28
H -1.3124 -3.8117 -5.9992 0.30
H -2.6725 -2.9261 -5.3694 0.34
H -2.6873 -4.7139 -5.2837 0.36
H -3.9006 -3.3472 -0.4407 0.47
H -3.5806 -1.8803 -0.9232 -0.31
C -3.6100 7.4137 -5.1175 -1.68
C -3.2541 7.6375 -3.6378 0.92
C -1.7298 7.7689 -3.4122 -0.60
O -1.0228 6.7495 -4.0132 -0.31
C 0.3808 6.9126 -3.8372 -0.52
N -3.9099 8.7686 -2.9618 -0.37
H -3.2957 6.4166 -5.4320 0.31
H -3.1376 8.1792 -5.7105 0.41
H -4.7267 7.4168 -5.2452 0.40
H -3.5524 6.6401 -3.2326 -0.24
H -1.5774 7.8061 -2.3009 -0.02
H -1.4381 8.6864 -3.8073 0.95
H 0.9029 7.7184 -4.3920 0.34
H 0.7551 5.9569 -4.2024 0.18
H 0.6604 7.1181 -2.8058 0.00
H -4.9077 8.6054 -3.1937 0.00
H -3.8012 9.6154 -3.4839 0.33
C -0.2379 -0.6123 -6.1617 -0.55
C 0.9553 -0.0459 -7.0106 0.45
C 0.6178 1.3247 -7.6170 -1.49
O 0.5188 2.3054 -6.5994 -0.15
C 0.1315 3.5280 -7.2493 -0.54
N 2.2345 0.2060 -6.3170 -0.72
H 0.0504 -1.6149 -5.9143 0.17
H -1.2024 -0.5161 -6.6529 0.50
H -0.2917 -0.0975 -5.2228 -0.24
H 1.1220 -0.7222 -7.8639 0.43
H -0.3504 1.3060 -8.0807 0.56
H 1.3077 1.6409 -8.3700 0.54
H 0.8365 3.8377 -7.9740 0.37
H 0.0260 4.2953 -6.4965 -0.09
H -0.9168 3.5670 -7.6656 0.30
H 2.4863 -0.6089 -5.8573 0.28
H 2.1839 0.9945 -5.6996 0.21
C 4.6805 -6.4001 3.8796 -0.89
O 3.8610 -7.1836 3.0479 -0.32
C 3.5450 -6.6269 1.7988 0.16
C 2.7664 -7.7284 1.0670 -0.33
N 2.0255 -7.1813 -0.0396 0.41
C 1.1488 -8.0203 -0.7534 -0.91
C -0.2212 -8.2676 -0.1163 -0.32
O -0.1101 -8.9523 1.1428 0.07
C -1.3831 -9.2663 1.7156 -0.99
H 5.5703 -5.9927 3.3454 0.26
H 4.7698 -7.0641 4.7307 0.41
H 4.2194 -5.5114 4.2492 0.31
H 4.4826 -6.3464 1.3432 0.37
H 2.8870 -5.7446 1.8889 -0.04
H 2.0383 -8.0155 1.8201 -0.38
H 3.3055 -8.6291 0.7207 0.34
H 2.6126 -6.6842 -0.7199 -0.15
H 1.5494 -9.0223 -0.9713 0.32
H 0.9818 -7.5734 -1.7593 0.32
H -0.7362 -8.8470 -0.9034 0.59
H -0.8686 -7.3289 -0.1066 -0.07
H -2.0403 -9.7996 1.0398 0.33
H -1.8976 -8.4355 2.0713 0.25
H -1.2004 -9.9086 2.5231 0.26
C 8.0003 -0.6852 6.9829 -0.57
O 7.3886 -1.7058 6.2194 -0.30
C 7.8267 -1.6209 4.8857 -0.22
C 7.2180 -2.6864 4.0313 -1.09
N 5.8054 -2.6882 3.9811 0.16
C 5.1461 -1.5240 3.4439 -1.20
C 3.6352 -1.5566 3.3650 1.88
O 3.1507 -1.7223 4.6624 -0.46
C 1.7936 -2.1224 4.7406 -0.09
H 7.7721 0.2993 6.5590 0.06
H 9.0999 -0.7357 6.9851 0.35
H 7.5734 -0.6603 7.9706 0.29
H 8.9331 -1.6729 4.8359 0.43
H 7.5497 -0.5752 4.5352 0.15
H 7.5390 -3.6323 4.3978 0.40
H 7.5910 -2.5592 2.9996 0.37
H 5.3891 -2.8082 4.8952 0.36
H 5.5169 -1.2586 2.4876 0.64
H 5.3803 -0.6163 4.0140 -0.72
H 3.5562 -2.4600 2.7414 -0.02
H 3.1926 -0.6271 2.9111 -0.67
H 1.5270 -2.0052 5.7858 0.52
H 1.4844 -3.1199 4.3890 0.02
H 1.1110 -1.3947 4.2720 -0.30
C 7.0245 3.2176 5.5339 -0.67
O 5.6133 3.0512 5.8053 -0.43
C 5.3429 1.7052 6.1750 0.87
C 3.8062 1.5182 5.9171 -0.96
N 3.5185 1.8376 4.5412 0.13
C 2.0941 1.7771 4.2199 -1.39
C 1.7799 1.8851 2.7202 0.65
O 2.0713 3.2531 2.3422 -0.69
C 1.6258 3.4764 0.9836 -0.66
H 7.1314 4.3128 5.5556 0.30
H 7.1440 2.8524 4.5030 0.27
H 7.7161 2.7211 6.2680 0.21
H 5.4769 1.4870 7.2743 0.33
H 5.8063 0.9539 5.5676 -0.65
H 3.1738 2.1509 6.5746 0.48
H 3.6868 0.4549 6.1316 0.20
H 3.9792 2.7200 4.3483 0.29
H 1.5303 2.5193 4.7737 0.89
H 1.7123 0.7773 4.5140 0.13
H 0.6551 1.7490 2.5514 -0.41
H 2.3744 1.2792 2.0402 0.35
H 2.1411 2.8676 0.2316 0.08
H 1.9366 4.4873 0.8031 0.45
H 0.5786 3.3107 0.8475 0.27
C 3.8802 -0.5016 -3.4470 -0.71
O 3.8661 0.8814 -3.6755 -0.41
C 3.9327 1.5939 -2.4376 1.10
C 5.4137 1.5536 -1.8938 -1.38
N 6.3407 2.2710 -2.7546 -0.16
C 6.2357 3.6908 -2.8373 -0.30
C 7.5009 4.1795 -3.5039 -0.79
O 7.6506 3.6476 -4.7828 -0.27
C 8.8653 3.8747 -5.3847 -0.76
H 3.2770 -0.7424 -2.5277 0.32
H 4.8529 -0.8692 -3.2370 0.59
H 3.4624 -0.9684 -4.3616 -0.02
H 3.0555 1.2745 -1.7575 -0.51
H 3.7438 2.6342 -2.6993 -0.02
H 5.6858 0.5052 -1.8657 0.44
H 5.4278 1.9179 -0.8684 0.43
H 6.3314 1.8789 -3.6868 0.33
H 6.3149 4.1644 -1.8410 0.28
H 5.2564 4.0753 -3.3065 0.21
H 8.3757 3.9261 -2.8979 0.36
H 7.4690 5.2573 -3.6381 0.46
H 8.6689 3.6749 -6.4000 0.25
H 9.6873 3.2416 -4.9629 0.29
H 9.2074 4.9883 -5.3195 0.26
C -0.3660 -6.2199 2.5369 0.03
O -0.4323 -6.9950 3.7061 -0.28
C 0.7124 -6.7457 4.4748 0.65
C 0.6921 -7.6996 5.7040 -1.51
N 0.7546 -9.1384 5.4912 -0.42
C 2.0293 -9.6111 4.8595 0.49
C 1.9372 -11.0976 4.5958 -0.93
O 0.6953 -11.3737 3.8716 -0.42
C 0.9345 -11.5955 2.4462 -0.62
H 0.3974 -6.4437 1.7549 -0.21
H -0.1527 -5.1337 2.7800 -0.17
H -1.3495 -6.0855 2.0502 0.53
H 0.6283 -5.7264 4.9587 -0.06
H 1.6293 -6.7161 3.9352 0.03
H -0.2902 -7.5492 6.1799 0.45
H 1.4843 -7.4318 6.4314 0.38
H -0.0276 -9.3299 4.8249 0.35
H 2.8947 -9.4136 5.5444 0.34
H 2.3528 -9.0432 4.0225 -0.33
H 1.8284 -11.6672 5.5052 0.40
H 2.8184 -11.3726 4.0243 0.41
H -0.0078 -11.4798 1.8661 0.22
H 1.4039 -12.5412 2.2958 0.45
H 1.5126 -10.8055 2.0144 0.11
C -1.5642 4.5010 2.6495 -0.40
O -1.1403 5.7941 2.2766 -0.06
C -0.1077 6.2897 3.1417 -0.64
C 0.6411 7.4984 2.4794 -0.46
N 0.9968 7.1290 1.0995 0.03
C 1.2286 8.3898 0.3015 -0.63
C 0.1607 9.5453 0.4440 -0.85
O -1.1093 9.0235 -0.0455 0.28
C -2.1204 9.9056 -0.1619 -0.80
H -0.7625 3.7692 2.5653 -0.21
H -2.3091 4.1763 1.9300 -0.01
H -2.0291 4.5231 3.6202 0.70
H 0.6470 5.4895 3.3710 0.09
H -0.5149 6.6467 4.0115 0.57
H 1.5527 7.7249 3.0273 0.33
H -0.0978 8.3368 2.5086 0.24
H 0.1861 6.6470 0.6924 -0.10
H 1.3690 8.1170 -0.7643 0.03
H 2.2328 8.8141 0.5364 0.41
H 0.4460 10.3058 -0.2627 0.48
H -0.0417 10.0731 1.4345 0.41
H -3.0331 9.3911 -0.4991 0.12
H -1.9411 10.6510 -0.9821 0.30
H -2.3228 10.5070 0.7955 0.28
C -1.5977 4.4732 -1.4394 -0.99
O -0.9194 3.2001 -1.3986 0.45
C 0.1624 3.1226 -2.3499 -1.08
C 0.4265 1.7479 -2.7775 0.11
N 0.7641 0.8379 -1.7230 1.57
C -0.3812 0.1605 -1.1904 0.19
C -0.0906 -0.8532 -0.0566 0.23
O 0.8301 -1.8286 -0.5818 0.80
C 1.2526 -2.6957 0.4599 -0.22
H -2.3461 4.4955 -0.6778 0.07
H -2.0461 4.7355 -2.3851 0.60
H -0.8493 5.2161 -1.2379 0.21
H 1.0821 3.5427 -1.8936 0.18
H -0.1463 3.7933 -3.1560 0.39
H 1.2017 1.8833 -3.6307 -0.26
H -0.4853 1.3755 -3.3178 -0.32
H 1.4511 0.1232 -1.9215 -0.64
H -0.9325 -0.3630 -2.0142 -0.15
H -1.0552 0.9813 -0.8367 -0.22
H -0.9889 -1.4146 0.2081 0.07
H 0.3160 -0.2993 0.8349 0.12
H 1.9681 -2.2126 1.1028 0.82
H 1.7002 -3.5598 0.0059 -0.46
H 0.4160 -3.1104 1.0581 -0.70
C -3.3491 6.9498 0.5269 -0.23
O -4.0859 5.7443 0.4454 -0.14
C -5.5089 5.8603 0.5131 -0.86
C -6.0654 6.2846 -0.8107 0.39
N -7.4277 6.6656 -0.7685 -0.33
C -7.8174 7.2888 -2.0538 -0.07
C -9.2236 7.9849 -2.0397 -0.53
O -9.6356 7.9046 -3.4350 -0.41
C -8.8968 8.7648 -4.2870 -0.55
H -3.2854 7.3050 1.6091 0.12
H -3.8087 7.6924 -0.1287 0.30
H -2.3474 6.8237 0.1410 -0.23
H -5.7196 6.7185 1.2287 0.25
H -5.9770 4.9828 0.9025 0.43
H -5.8222 5.4952 -1.4926 0.26
H -5.5565 7.1775 -1.2078 -0.37
H -8.0442 5.9121 -0.5775 0.28
H -7.9038 6.5240 -2.8821 0.27
H -7.0851 8.0384 -2.4509 -0.03
H -9.0633 9.0422 -1.8236 0.33
H -10.1281 7.5288 -1.4851 0.26
H -8.0233 8.2391 -4.7453 0.16
H -8.5198 9.7236 -3.8496 0.29
H -9.5870 9.0145 -5.1317 0.26
C -3.9290 1.4622 -1.7527 -0.74
O -4.5302 0.1378 -1.5712 -0.17
C -5.8102 0.2438 -0.9904 -0.35
C -6.2172 -1.1977 -0.6336 -0.75
N -6.2098 -2.1079 -1.8342 0.04
C -7.1532 -1.7582 -2.8868 -0.44
C -6.9327 -2.6141 -4.0817 -0.10
O -7.8506 -2.1982 -5.0514 -0.34
C -7.4488 -2.4121 -6.3322 -0.81
H -2.9318 1.3964 -2.2623 -0.11
H -3.9133 1.9192 -0.7726 0.30
H -4.6375 1.9839 -2.4176 0.60
H -6.5040 0.7129 -1.7100 0.55
H -5.8466 0.8535 -0.0039 0.25
H -7.2657 -1.1449 -0.2356 0.47
H -5.6446 -1.6411 0.1452 0.00
H -5.2841 -1.9536 -2.2653 -0.18
H -7.0848 -0.7626 -3.2832 0.18
H -8.1772 -1.8304 -2.5785 0.49
H -6.9786 -3.6713 -3.8071 0.36
H -5.8778 -2.4417 -4.5026 -0.07
H -7.4628 -3.4579 -6.5383 0.35
H -6.4736 -1.9854 -6.6194 0.30
H -8.1875 -2.0777 -7.0624 0.28
C -3.0804 0.3127 1.5169 -1.03
C -3.0360 -0.4300 2.8898 2.84
C -4.3202 -0.0057 3.6734 -1.54
C -4.5462 -0.8583 4.9289 -0.95
C -4.5544 -2.3248 4.5582 -1.50
C -3.3123 -2.7638 3.8551 1.81
N -3.1287 -1.8450 2.6799 0.33
O -2.0963 -2.3612 1.8725 1.89
C -2.0062 -2.8407 4.6927 -1.77
C -3.5616 -4.2177 3.4122 -2.47
C -1.7884 0.0163 3.6321 -1.51
H -3.8787 -0.0113 0.8514 -0.68
H -2.1481 0.2562 0.9478 -0.81
H -3.3125 1.3771 1.6492 0.80
H -4.3506 1.0326 3.9547 0.47
H -5.1649 -0.1018 2.9792 0.34
H -5.4756 -0.5144 5.4484 0.43
H -3.7082 -0.7281 5.5613 0.41
H -5.4047 -2.4588 3.8383 0.27
H -4.7441 -2.8932 5.4287 0.47
H -2.1352 -3.7197 5.3322 0.58
H -1.2632 -2.9505 3.9290 0.31
H -1.8456 -1.9325 5.2370 0.31
H -3.8345 -4.6819 4.3258 0.64
H -4.3793 -4.2480 2.6729 0.28
H -2.7065 -4.7433 3.0400 0.40
H -1.6603 -0.3799 4.6474 0.17
H -1.7340 1.0962 3.7002 0.61
H -0.7787 -0.2905 3.3091 -0.46
H -2.5516 -2.3802 0.9958 -0.67
```

The energy is -153068.3739 eV. Its total charge is 0. As for the gap between HOMO and LUMO: 8.28 eV.